[1]
{
  "formula": "C6H8FN2O2",
  "method": "ωB97M-V/def2-TZVPD",
  "species": ["C", "C", "C", "C", "C", "C", "N", "N", "O", "O", "F", "H", "H", "H", "H", "H", "H", "H", "H"],
  "coordinates": [[-1.4021, -1.3539, 0.4472], [-2.0145, -0.2576, 0.9114], [-0.2020, 1.3441, 0.7753], [-0.2430, -1.4618, -0.5396], [1.0467, -0.8903, 0.0354], [2.0742, -0.3823, -0.8647], [-1.4883, 1.0880, 0.7550], [0.4477, 2.4628, 0.4392], [0.7955, 2.2307, -0.7964], [0.6610, 3.4334, 1.0538], [1.2694, -1.1419, 1.2666], [-2.1179, -2.1516, 0.5985], [-2.9264, -0.4176, 1.4894], [-0.0167, -2.4864, -0.9453], [-0.3726, -0.9137, -1.4347], [3.1592, -0.4351, -0.6449], [1.8428, 0.6689, -1.1475], [1.7821, -0.9848, -1.8923], [-2.2951, 1.6492, 0.4935]],
  "orbital_gap_ev": 8.64,
  "e_above_lowest_kcal_mol": 146.27,
  "energy_ev": -16129.494,
  "total_charge": 1,
  "spin_multiplicity": 1,
  "lumo_ev": -5.692
}

=====

[2]
{
  "formula": "C2H2OS",
  "method": "ωB97M-V/def2-TZVPD",
  "species": ["O", "C", "C", "S", "H", "H"],
  "coordinates": [[0.0880, 1.1035, -1.5446], [0.1262, 0.6756, -0.3568], [-0.0149, -0.7546, 0.2068], [-0.2491, -0.8005, 1.8114], [0.2829, 1.4401, 0.3838], [-0.2331, -1.6640, -0.5005]],
  "smiles": "O=CC=S",
  "orbital_gap_ev": 7.94,
  "e_above_lowest_kcal_mol": 12.05,
  "energy_ev": -14987.189,
  "spin_multiplicity": 1,
  "lumo_ev": -1.796
}

=====

[3]
{
  "formula": "C42H62Cl3N2O2Pd",
  "method": "ωB97M-V/def2-TZVPD",
  "species": ["Pd", "C", "N", "C", "C", "C", "N", "C", "C", "C", "C", "C", "C", "C", "O", "C", "C", "C", "C", "C", "C", "C", "C", "C", "C", "C", "C", "C", "C", "C", "O", "C", "C", "C", "C", "C", "C", "C", "C", "H", "H", "H", "H", "H", "H", "H", "H", "H", "H", "H", "H", "H", "H", "H", "H", "H", "H", "H", "H", "H", "H", "H", "H", "H", "H", "H", "H", "H", "H", "H", "H", "H", "H", "H", "H", "H", "H", "H", "H", "H", "H", "H", "H", "H", "H", "H", "H", "H", "H", "H", "H", "H", "H", "Cl", "C", "C", "C", "C", "C", "C", "C", "H", "H", "H", "H", "H", "H", "Cl", "C", "Cl", "H", "H"],
  "coordinates": [[-0.1241, 0.0263, -0.2534], [1.6355, 0.1240, -2.7956], [0.1976, 0.3113, -2.5140], [-0.5476, -0.6290, -3.3627], [-0.1977, 1.7260, -2.7844], [-0.5870, 2.5349, -1.5419], [0.3108, 2.2590, -0.3962], [-0.3130, 2.6579, 0.8996], [0.3659, 2.1613, 2.1685], [1.0514, 3.0418, 2.9553], [1.5145, 2.6891, 4.2405], [1.1874, 1.4152, 4.7540], [0.4955, 0.4721, 4.0512], [0.1371, 0.8017, 2.6655], [-0.3793, -0.0805, 1.9354], [0.0619, -0.8423, 4.7062], [-1.4824, -0.9125, 4.7053], [0.6460, -2.0742, 3.9871], [0.5263, -0.9041, 6.1653], [2.3100, 3.6345, 5.1180], [2.6261, 4.9543, 4.4156], [1.5094, 3.9370, 6.3980], [3.6278, 2.9314, 5.4914], [1.5944, 2.9429, -0.6217], [2.8333, 2.5447, 0.1492], [3.7561, 3.5257, 0.3867], [5.0143, 3.2432, 0.9450], [5.3053, 1.8983, 1.2970], [4.4487, 0.8521, 1.0763], [3.1385, 1.1579, 0.4870], [2.3057, 0.2674, 0.2502], [4.8579, -0.5945, 1.3680], [4.7800, -1.4419, 0.0761], [6.2935, -0.6733, 1.8862], [3.9240, -1.1902, 2.4415], [6.1044, 4.3055, 1.0543], [5.5956, 5.7015, 0.6793], [6.6804, 4.3641, 2.4791], [7.2302, 3.9184, 0.0740], [1.8386, 0.2773, -3.8621], [2.2338, 0.8184, -2.2167], [1.9325, -0.8888, -2.5267], [-0.2547, -0.5227, -4.4134], [-0.3369, -1.6495, -3.0470], [-1.6064, -0.4392, -3.2726], [0.6173, 2.2187, -3.3204], [-1.0607, 1.7458, -3.4490], [-0.5786, 3.6002, -1.8122], [-1.6010, 2.2879, -1.2414], [-0.3876, 3.7515, 0.9652], [-1.3230, 2.2715, 0.8978], [1.2169, 4.0463, 2.5779], [1.4980, 1.1809, 5.7641], [-1.8851, -0.9883, 3.6956], [-1.8010, -1.7943, 5.2700], [-1.9129, -0.0286, 5.1876], [0.3834, -2.0962, 2.9325], [1.7357, -2.0958, 4.0814], [0.2497, -2.9778, 4.4627], [0.0956, -0.0996, 6.7703], [0.1962, -1.8514, 6.5955], [1.6180, -0.8668, 6.2495], [1.7177, 5.5122, 4.1709], [3.2290, 5.5796, 5.0775], [3.1955, 4.7910, 3.4942], [0.5472, 4.4011, 6.1598], [1.3170, 3.0325, 6.9813], [2.0765, 4.6281, 7.0280], [4.1812, 2.6334, 4.5952], [4.2547, 3.6087, 6.0785], [3.4494, 2.0350, 6.0921], [1.8369, 2.8208, -1.6771], [1.4337, 4.0180, -0.4706], [3.5150, 4.5439, 0.0952], [6.2829, 1.6835, 1.7116], [5.3480, -0.9712, -0.7344], [5.2179, -2.4273, 0.2650], [3.7509, -1.5805, -0.2502], [7.0130, -0.2735, 1.1636], [6.4188, -0.1470, 2.8385], [6.5449, -1.7227, 2.0564], [2.8856, -1.1782, 2.1107], [4.2098, -2.2284, 2.6473], [4.0022, -0.6236, 3.3780], [4.7475, 6.0080, 1.2996], [6.3966, 6.4273, 0.8359], [5.3002, 5.7604, -0.3726], [5.9346, 4.7310, 3.1867], [7.0364, 3.3914, 2.8282], [7.5287, 5.0542, 2.4966], [6.8451, 3.8231, -0.9451], [8.0010, 4.6945, 0.0783], [7.7009, 2.9715, 0.3520], [-3.6242, 1.5998, 1.7035], [-3.9529, 1.4770, -0.0093], [-4.7918, 2.4254, -0.5697], [-5.1513, 2.3306, -1.9058], [-4.7027, 1.2435, -2.6477], [-3.8623, 0.3075, -2.0689], [-3.4034, 0.4157, -0.7434], [-2.4287, -0.5068, -0.1834], [-5.1829, 3.2253, 0.0506], [-5.8033, 3.0741, -2.3485], [-5.0299, 1.1153, -3.6738], [-3.5771, -0.5737, -2.6283], [-2.3359, -1.4544, -0.7059], [-2.4473, -0.6023, 0.8919], [0.6266, -2.4365, -0.2117], [0.0492, -4.1087, -0.4501], [0.1475, -4.5986, -2.1378], [-0.9793, -4.1588, -0.1305], [0.6860, -4.7484, 0.1386]],
  "orbital_gap_ev": [7.53, 5.78],
  "s2": 6.093,
  "energy_ev": -92675.854,
  "total_charge": 1,
  "spin_multiplicity": 5,
  "lumo_ev": [-1.567, -4.472]
}

=====

[4]
{
  "formula": "C7H10",
  "method": "ωB97M-V/def2-TZVPD",
  "species": ["C", "C", "C", "C", "C", "C", "C", "H", "H", "H", "H", "H", "H", "H", "H", "H", "H"],
  "coordinates": [[0.7126, 0.9670, -1.2884], [-0.5610, 0.6938, -0.4466], [-1.1033, -0.7515, -0.5265], [-0.0714, -1.8497, -0.2820], [-0.1831, 1.0490, 0.9192], [0.3471, 0.8740, 2.0381], [0.9955, 0.6492, 3.1871], [0.5245, 0.7282, -2.3405], [0.9944, 2.0254, -1.2234], [1.5616, 0.3677, -0.9408], [-1.3347, 1.3819, -0.8135], [-1.5688, -0.8766, -1.5112], [-0.5692, -2.8258, -0.2912], [0.7001, -1.8644, -1.0621], [0.4167, -1.7251, 0.6931], [-1.9070, -0.8426, 0.2146], [1.0738, 1.5275, 3.8459]],
  "orbital_gap_ev": [7.12, 7.12],
  "e_above_lowest_kcal_mol": 112.31,
  "energy_ev": -7416.164,
  "spin_multiplicity": 1,
  "lumo_ev": [-0.988, -0.990]
}

=====

[5]
{
  "formula": "C9H9BBrN3O10",
  "method": "ωB97M-V/def2-TZVPD",
  "species": ["N", "C", "N", "C", "C", "Br", "N", "C", "C", "O", "O", "H", "H", "H", "H", "H", "H", "H", "H", "H", "B", "O", "C", "O", "C", "O", "O", "O", "C", "O", "C", "O", "O"],
  "coordinates": [[2.6182, 0.4700, 0.4642], [2.3593, 1.4203, 1.3613], [3.1766, 2.4669, 1.6200], [2.5029, 3.2986, 2.6285], [1.6791, 2.1913, 3.2966], [2.9855, 0.9673, 4.1715], [1.1996, 1.4320, 2.1417], [0.1712, 2.0927, 1.2738], [-0.4560, 1.0236, 0.3763], [-0.9945, 0.0824, 0.8269], [-0.3449, 1.2627, -0.9654], [2.8898, 0.7145, -0.4739], [2.6105, -0.4933, 0.7675], [3.5197, 2.9261, 0.7802], [1.8782, 4.0683, 2.1822], [3.1725, 3.7229, 3.3673], [0.9715, 2.4346, 4.0727], [-0.5926, 2.5593, 1.8857], [0.6112, 2.8532, 0.6265], [0.4825, 0.8887, -1.2898], [-2.3631, -2.8133, -2.2434], [-0.9985, -2.5726, -2.7665], [-0.7212, -3.4757, -3.6971], [0.3030, -3.5549, -4.3111], [-1.9485, -4.3985, -3.8390], [-2.0449, -5.3241, -4.5873], [-2.8727, -3.9810, -2.9806], [-2.3288, -3.0518, -0.7858], [-3.0613, -2.1320, -0.1763], [-3.2185, -2.0288, 1.0056], [-3.6400, -1.1938, -1.2512], [-4.3256, -0.2331, -1.0498], [-3.2200, -1.6225, -2.4314]],
  "orbital_gap_ev": 5.66,
  "energy_ev": -105145.329,
  "spin_multiplicity": 1,
  "lumo_ev": -3.021
}

=====

[6]
{
  "formula": "C2H11NO2S",
  "method": "ωB97M-V/def2-TZVPD",
  "species": ["C", "C", "S", "N", "H", "H", "H", "H", "H", "H", "H", "H", "H", "O", "H", "H", "O"],
  "coordinates": [[1.0395, -0.5691, 0.1930], [0.7679, 0.0187, -1.1881], [0.5501, 1.7857, -0.9266], [1.0852, -2.0689, 0.0336], [1.9966, -0.1385, 0.5191], [0.2220, -0.3771, 0.9934], [1.6915, -0.2017, -1.7157], [-0.1235, -0.3705, -1.5934], [1.6893, 2.3574, -0.6593], [1.5876, -2.3708, 0.9809], [0.1312, -2.3953, 0.1389], [-2.0756, 4.0235, 0.6062], [-2.7784, 2.5429, 0.2172], [-2.6161, 3.5003, 0.0360], [-1.2767, -4.6417, 2.8088], [-0.1891, -3.5710, 2.3258], [-0.8986, -4.2057, 1.9565]],
  "orbital_gap_ev": [2.10, 8.76],
  "e_above_lowest_kcal_mol": 16.51,
  "s2": 0.750,
  "energy_ev": -18670.570,
  "total_charge": -1,
  "spin_multiplicity": 2,
  "lumo_ev": [2.825, 2.781]
}